This record from the OMol25 dataset describes a single C5H8O2 molecule. The level of theory is ωB97M-V/def2-TZVPD.

Last column: natural (NBO) charge in e.
CARTESIAN COORDINATES (ANGSTROEM)
1 C 1.895 -0.347 0.770  -0.696
2 C 0.710 -0.085 -0.060  0.361
3 C 0.080 -0.744 -1.133  -0.501
4 C -0.704 -0.109 0.122  0.194
5 O -1.207 -0.821 1.184  -0.680
6 C -1.259 1.242 -0.362  -0.063
7 O -0.352 1.712 -1.236  -0.753
8 H 2.807 -0.382 0.170  0.243
9 H 1.746 -1.333 1.232  0.265
10 H 1.996 0.384 1.576  0.248
11 H -0.258 -0.019 -1.911  0.339
12 H 0.337 -1.771 -1.386  0.240
13 H -2.166 -0.707 1.199  0.489
14 H -2.294 1.191 -0.766  0.149
15 H -1.330 1.791 0.603  0.166

Summary:
* highest occupied orbital energy (spin up / spin down): -0.3032 / -0.3031 hartree
* energy relative to the best compared isomer or geometry (same formula, charge and spin): 518.4 kJ/mol
* 2S+1: 1

=====

This record from the OMol25 dataset describes a molecular structure, C5H8O2. The level of theory is ωB97M-V/def2-TZVPD.

Last column: natural (NBO) charge in e.
CARTESIAN COORDINATES (ANGSTROEM)
1 C -1.377 1.159 -0.322  -0.611
2 C -0.255 0.209 -0.019  -0.121
3 C -0.104 -0.484 1.321  -0.057
4 O 1.336 -0.548 1.196  -0.532
5 C 1.272 0.261 0.019  0.056
6 C 0.587 -0.525 -1.038  0.072
7 O 0.703 -1.906 -1.111  -0.696
8 H -1.302 2.097 0.237  0.214
9 H -1.442 1.391 -1.388  0.220
10 H -2.324 0.681 -0.043  0.220
11 H -0.572 -1.467 1.453  0.181
12 H -0.371 0.177 2.155  0.182
13 H 2.019 1.043 -0.091  0.202
14 H 0.572 -0.059 -2.022  0.193
15 H 1.169 -2.173 -0.304  0.479

Summary:
* highest occupied orbital energy: -0.3407 hartree
* energy relative to the best compared isomer or geometry (same formula, charge and spin): 247.8 kJ/mol
* 2S+1: 1

=====

This record from the OMol25 dataset describes a single C5H8O2 molecule. The level of theory is ωB97M-V/def2-TZVPD.

Last column: natural (NBO) charge in e.
CARTESIAN COORDINATES (ANGSTROEM)
1 O -0.465 1.231 0.881  -0.712
2 C -0.020 1.624 -0.593  -0.131
3 C 0.762 0.479 -0.944  -0.481
4 C -0.072 -0.698 1.129  0.028
5 C 0.293 -1.665 0.017  -0.564
6 C -0.033 -0.710 -1.131  0.510
7 O -1.052 -0.816 -1.802  -0.619
8 H -1.342 1.586 1.135  0.481
9 H 0.487 2.582 -0.473  0.204
10 H -0.956 1.717 -1.147  0.215
11 H 1.773 0.396 -0.552  0.205
12 H 0.667 -0.462 1.884  0.209
13 H -1.087 -0.787 1.505  0.197
14 H -0.316 -2.575 0.024  0.229
15 H 1.360 -1.901 0.067  0.229

Summary:
* highest occupied orbital energy (spin up / spin down): -0.2736 / -0.2737 hartree
* energy relative to the best compared isomer or geometry (same formula, charge and spin): 505.2 kJ/mol
* 2S+1: 1

=====

This record from the OMol25 dataset describes a single C5H8O2 molecule at a distorted geometry. The level of theory is ωB97M-V/def2-TZVPD.

Last column: natural (NBO) charge in e.
CARTESIAN COORDINATES (ANGSTROEM)
1 C -1.656 -1.222 0.154  -0.728
2 C -0.225 -0.920 0.514  0.628
3 O 0.298 -1.306 1.518  -0.517
4 C 0.389 0.298 -0.447  -0.421
5 C 0.250 1.706 0.112  -0.612
6 C 1.791 -0.176 -0.548  0.446
7 O 2.788 0.471 -0.390  -0.505
8 H -2.244 -0.308 0.150  0.239
9 H -1.693 -1.656 -0.843  0.231
10 H -2.082 -1.927 0.864  0.236
11 H -0.105 0.184 -1.415  0.229
12 H -0.786 2.035 0.090  0.211
13 H 0.867 2.388 -0.473  0.235
14 H 0.617 1.740 1.136  0.228
15 H 1.790 -1.308 -0.423  0.101

Summary:
* highest occupied orbital energy: -0.3557 hartree
* SMILES string: CC(=O)[C@@H](C)C=O
* energy relative to the best compared isomer or geometry (same formula, charge and spin): 114.9 kJ/mol
* 2S+1: 1

=====

This record from the OMol25 dataset describes 2 unconnected molecules or ions with the total composition C5H8O2. The level of theory is ωB97M-V/def2-TZVPD.

Last column: natural (NBO) charge in e.
CARTESIAN COORDINATES (ANGSTROEM)
1 C -1.195 -1.323 -1.739  -0.198
2 C -0.886 -0.592 -0.831  -0.065
3 C -0.539 0.285 0.254  -0.095
4 C -0.761 1.602 0.172  -0.382
5 C 0.021 -0.352 1.507  -0.074
6 O 0.772 -1.531 1.352  -0.707
7 H -1.545 -1.973 -2.511  0.245
8 H -0.442 2.262 0.975  0.208
9 H -1.190 2.057 -0.715  0.214
10 H -0.855 -0.578 2.132  0.183
11 H 0.611 0.409 2.040  0.182
12 H 0.891 -1.766 0.424  0.483
13 O 2.036 0.418 -0.790  -0.935
14 H 1.371 1.117 -0.691  0.474
15 H 1.713 -0.036 -1.577  0.467

Summary:
* highest occupied orbital energy: -0.3519 hartree
* SMILES string: C#CC(=C)CO.O
* energy relative to the best compared isomer or geometry (same formula, charge and spin): 297.3 kJ/mol
* 2S+1: 1

=====

This record from the OMol25 dataset describes a molecular structure, C5H8O2. The level of theory is ωB97M-V/def2-TZVPD.

Last column: natural (NBO) charge in e.
CARTESIAN COORDINATES (ANGSTROEM)
1 C 1.106 1.440 0.521  -0.638
2 C 0.333 0.196 0.923  0.084
3 O -1.075 0.525 1.079  -0.514
4 C -1.431 -0.469 0.137  0.070
5 C -0.787 -0.228 -1.214  -0.482
6 C -0.024 -0.893 -0.112  0.191
7 O 0.573 -2.141 -0.126  -0.681
8 H 0.985 1.638 -0.549  0.205
9 H 0.684 2.301 1.049  0.231
10 H 2.173 1.374 0.752  0.215
11 H 0.717 -0.268 1.839  0.192
12 H -2.363 -1.005 0.282  0.205
13 H -0.493 0.772 -1.529  0.216
14 H -1.167 -0.853 -2.018  0.226
15 H 0.771 -2.389 -1.036  0.480

Summary:
* highest occupied orbital energy: -0.3309 hartree
* energy relative to the best compared isomer or geometry (same formula, charge and spin): 252.2 kJ/mol
* 2S+1: 1

=====

This record from the OMol25 dataset describes a single C5H8O2 molecule at a distorted geometry. The level of theory is ωB97M-V/def2-TZVPD.

Last column: natural (NBO) charge in e.
CARTESIAN COORDINATES (ANGSTROEM)
1 O 0.638 0.887 2.240  -0.698
2 C 0.266 1.101 0.903  0.111
3 C -1.019 0.371 0.422  -0.466
4 C -0.131 -0.488 -0.493  0.209
5 C -0.435 -1.275 -1.682  -0.121
6 O -0.392 -1.877 -0.394  -0.479
7 C 1.103 0.322 -0.146  -0.465
8 H 0.687 -0.068 2.380  0.462
9 H 0.235 2.185 0.772  0.180
10 H -1.445 -0.269 1.206  0.229
11 H -1.827 0.996 0.024  0.221
12 H -1.350 -0.883 -2.101  0.178
13 H 0.301 -1.723 -2.358  0.192
14 H 1.965 -0.234 0.219  0.225
15 H 1.405 0.955 -0.992  0.223

Summary:
* highest occupied orbital energy: -0.3734 hartree
* SMILES string: O[C@H]1C[C@]2(CO2)C1
* energy relative to the best compared isomer or geometry (same formula, charge and spin): 263.7 kJ/mol
* 2S+1: 1

=====

This record from the OMol25 dataset describes a single C5H8O2 molecule. The level of theory is ωB97M-V/def2-TZVPD.

Last column: natural (NBO) charge in e.
CARTESIAN COORDINATES (ANGSTROEM)
1 C 2.022 0.677 0.463  -0.355
2 C 0.751 0.408 0.249  -0.068
3 C -0.592 0.995 0.372  0.046
4 O -0.910 2.091 -0.424  -0.691
5 C -0.388 -0.365 -0.292  0.183
6 C -0.838 -1.612 0.430  -0.618
7 O -0.619 -0.331 -1.681  -0.708
8 H 2.236 1.599 0.996  0.205
9 H 2.861 0.059 0.151  0.200
10 H -1.089 1.030 1.339  0.189
11 H -0.788 1.789 -1.339  0.483
12 H -1.898 -1.809 0.240  0.221
13 H -0.695 -1.479 1.508  0.220
14 H -0.253 -2.485 0.122  0.212
15 H 0.199 -0.566 -2.135  0.481

Summary:
* highest occupied orbital energy: -0.3412 hartree
* SMILES string: C=C1[C@@H](O)[C@@]1(C)O
* energy relative to the best compared isomer or geometry (same formula, charge and spin): 244.3 kJ/mol
* 2S+1: 1

=====

> What is the energy relative to the best compared isomer or geometry (same formula, charge and spin) in the third record?

505.2 kJ/mol